1.
DFT (the ωB97M-V functional and the def2-TZVPD basis) results for an isolated molecule of C10H20N4O4 in a non-equilibrium geometry.

Properties
**Structure (SMILES)**: NCCCC[C@H](N)C(=O)N[C@@H](CC(N)=O)C(=O)O
**Relative energy (zero: lowest compared OMol25 entry of this formula, charge and spin)**: 548.75 kJ/mol
**Total charge**: 0

CARTESIAN COORDINATES (ANGSTROEM)
O 3.44 -0.03 2.01
O 4.50 0.46 -2.07
O 0.85 -2.58 -0.45
O 2.95 -2.18 1.42
N -1.89 -2.35 -1.13
N 5.43 1.36 0.08
N 0.99 -0.38 -0.24
N -3.21 2.30 1.02
C 2.96 1.17 -0.30
C -3.32 -0.47 0.60
C -1.27 -1.35 -0.49
C 2.39 -0.32 -0.19
C -3.00 1.82 -0.44
C -1.83 -0.96 0.82
C -3.74 0.51 -0.64
C 4.43 0.96 -0.86
C 3.09 -0.86 1.14
C 0.30 -1.51 -0.37
H 0.51 0.53 0.04
H 2.27 1.84 -0.91
H -3.98 -1.28 0.54
H -2.14 -3.42 -0.54
H -1.79 1.71 -0.49
H -4.30 2.76 1.04
H -1.13 -0.14 1.37
H -3.10 2.73 -1.25
H 4.94 1.40 1.12
H 2.70 -0.88 -1.14
H 2.45 -2.73 0.70
H -2.72 3.21 1.04
H -3.54 0.15 1.44
H -1.52 -0.44 -1.05
H -3.48 -0.14 -1.43
H 2.99 1.78 0.74
H 6.32 0.88 -0.22
H -1.67 -1.78 1.55
H -1.07 -2.50 -1.84
H -4.83 0.74 -0.64

***

2.
DFT (the ωB97M-V functional and the def2-TZVPD basis) results for a cluster of 3 separate species, C3H13NO2 in total in a non-equilibrium geometry.

Properties
**Spin multiplicity**: 2
**Relative energy (zero: lowest compared OMol25 entry of this formula, charge and spin)**: 163.17 kJ/mol
**<S²>**: 0.751
**Total charge**: -1

CARTESIAN COORDINATES (ANGSTROEM)
O -6.57 0.87 2.48
O -7.20 0.15 -0.13
N 3.75 -0.83 -2.19
C 2.98 0.37 1.19
C 3.05 0.09 -1.28
C 3.22 -0.47 0.04
H 2.57 -1.36 0.15
H -6.60 0.69 1.55
H 3.81 0.16 1.99
H 3.03 1.54 1.15
H 4.25 -0.82 0.06
H 3.46 -1.75 -2.10
H 3.63 -0.68 -3.22
H 3.53 1.19 -1.42
H 1.99 0.09 1.71
H 1.91 0.23 -1.53
H -7.34 0.89 -0.61
H -6.19 0.15 2.97
H -7.28 -0.51 -0.79

***

3.
DFT (the ωB97M-V functional and the def2-TZVPD basis) results for a structure of composition C9H13NOY in a non-equilibrium geometry.

Properties
**E**: -14120.262 eV
**Total charge**: -1

CARTESIAN COORDINATES (ANGSTROEM)
Y 0.02 -0.15 -0.16
O 1.70 -0.12 2.60
N -1.42 -0.82 0.52
C -0.46 0.60 3.19
C -0.83 0.89 -2.13
C 1.00 -2.12 -1.07
C 0.38 2.18 -0.64
C 1.30 1.48 -1.46
C -0.94 1.81 -1.05
C 0.56 0.69 -2.38
C 0.57 0.13 2.22
C 0.00 -2.64 -0.28
H 0.98 0.06 -3.16
H -2.33 -1.23 0.74
H -0.12 1.54 3.67
H 0.89 -2.08 -2.16
H -1.42 0.79 2.66
H 0.62 2.85 0.19
H -0.62 -0.17 3.97
H -1.65 0.42 -2.66
H -0.92 -3.03 -0.72
H -1.87 2.16 -0.60
H 1.99 -1.91 -0.66
H 2.39 1.54 -1.40
H 0.18 -2.85 0.77